Record 1
This record from OMol25 describes C6H9N in the gas phase. The level of theory is the ωB97M-V functional and the def2-TZVPD basis.

Results
- LUMO energy: 1.003 eV
- Energy: -288.6967 hartree
- Kohn-Sham gap: 10.6 eV
- SMILES: [H]/N=C(\C)CC=C=C
- Multiplicity: 1

Cartesian coordinates (Å):
C -0.7412 1.4658 0.3597
C -0.8965 -0.0316 0.5094
C 0.9295 -0.4611 -2.0628
C 1.4418 -0.5322 -0.8653
C 1.5770 -0.6492 0.4281
C 0.2540 -0.7575 1.1811
N -1.9492 -0.6971 0.2513
H 0.2889 1.7501 0.1258
H -0.9973 1.9185 1.3244
H -1.4057 1.8847 -0.4032
H 0.7588 0.4900 -2.5581
H 0.6037 -1.3728 -2.5550
H 2.5454 -0.7535 0.9179
H -0.0352 -1.8116 1.2458
H 0.3094 -0.3643 2.2030
H -2.6834 -0.0781 -0.1022

Atomic forces in eV per Å
-0.05 0.04 0.01
-0.15 -0.11 0.21
0.12 -0.01 0.06
-0.20 -0.03 0.00
-0.12 -0.01 -0.30
-0.08 -0.05 0.11
0.18 0.33 0.04
-0.17 -0.09 0.03
0.04 0.05 -0.10
0.06 -0.17 0.14
0.08 -0.09 0.00
0.21 0.11 -0.14
-0.33 0.00 -0.04
0.06 0.14 0.12
0.25 -0.03 -0.06
0.10 -0.08 -0.10

Record 2
This record from OMol25 describes C6H9N in the gas phase. The level of theory is the ωB97M-V functional and the def2-TZVPD basis.

Results
- LUMO energy: 0.934 eV
- Energy: -288.6304 hartree
- Kohn-Sham gap: 7.4 eV
- Multiplicity: 1

Cartesian coordinates (Å):
C -0.8022 1.8493 -0.2263
C -0.5108 0.3778 -0.2064
C 0.5917 -0.2504 -0.9992
C 1.8775 -0.3851 -0.2866
C 2.9392 -0.4535 0.2796
C -1.0988 -1.7103 0.8900
N -1.2307 -0.4180 0.5786
H 0.0440 2.3811 -0.6746
H -0.9228 2.2658 0.7847
H -1.6964 2.1250 -0.8100
H 0.7650 0.3396 -1.9084
H 0.2648 -1.2508 -1.3308
H 3.8764 -0.5106 0.7875
H -1.8715 -2.1694 1.4844
H -0.1833 -2.2238 0.6436
H -2.0422 0.0332 0.9936

Atomic forces in eV per Å
0.02 0.16 -0.03
-0.10 -0.14 0.16
-0.04 0.02 -0.07
0.45 -0.02 0.23
-0.46 0.03 -0.19
0.07 -0.16 0.05
0.06 0.26 -0.17
-0.15 -0.08 0.08
0.01 -0.09 -0.19
0.15 -0.10 0.09
0.00 -0.06 0.16
0.05 0.12 0.07
-0.17 -0.01 -0.09
0.07 0.09 -0.04
-0.11 0.04 -0.03
0.15 -0.05 -0.02

Record 3
This record from OMol25 describes a 2-piece molecular cluster, C6H9N overall. The level of theory is the ωB97M-V functional and the def2-TZVPD basis.

Results
- LUMO energy: 0.910 eV
- Energy: -288.6097 hartree
- Kohn-Sham gap: 9.3 eV
- SMILES: CC=C=N.C=C=C
- Multiplicity: 1

Cartesian coordinates (Å):
C -1.7681 -0.3221 -1.4101
C 0.9758 0.6318 2.0633
C -1.0334 -1.0385 -0.3139
C 1.0174 1.1760 0.8468
C 0.2441 -1.2108 -0.1572
C 0.9861 1.6276 -0.3906
N 1.3018 -1.8234 -0.0750
H -2.4358 -1.0873 -1.7535
H -1.1490 0.1199 -2.1010
H 1.7386 0.3408 2.7666
H -0.0062 0.1969 2.3080
H -1.6941 -1.2858 0.4480
H 1.0857 2.6853 -0.8143
H -2.4618 0.4626 -0.9337
H 1.3125 0.9544 -1.1149
H 1.8864 -1.4273 0.6316

Atomic forces in eV per Å
-1.96 0.43 3.22
-1.47 -0.03 -1.77
0.22 1.60 -1.37
0.43 0.47 1.20
-0.81 -2.00 -0.30
1.07 2.10 0.94
-0.07 -0.15 0.09
-0.35 -0.15 -1.07
1.15 0.81 -1.86
0.57 0.54 -0.29
0.30 0.40 0.08
-0.67 -1.08 1.56
-0.73 -1.32 1.40
1.08 -0.83 -0.80
0.13 -1.40 -1.28
1.10 0.61 0.26

Record 4
This record from OMol25 describes C6H9N in the gas phase. The level of theory is the ωB97M-V functional and the def2-TZVPD basis.

Results
- LUMO energy: -0.024 eV
- Energy: -288.5943 hartree
- Kohn-Sham gap: 9.6 eV
- Multiplicity: 1

Cartesian coordinates (Å):
C 2.4245 0.0228 0.2908
C 1.3269 0.1036 -0.7321
C 1.2858 0.7946 -1.8368
C 0.0281 -0.6626 -0.5200
N -0.7056 -0.1042 0.6062
C -2.1388 -0.3549 0.5674
C -1.5948 0.9877 0.2515
H 3.2514 0.6981 0.0545
H 2.8105 -1.0012 0.3365
H 2.0193 0.2760 1.2743
H -0.5787 -0.6627 -1.4440
H 0.2817 -1.7054 -0.2950
H -2.6137 -0.5476 1.5260
H -2.5246 -0.9490 -0.2615
H -1.6011 1.3085 -0.7908
H -1.6710 1.7962 0.9730

Atomic forces in eV per Å
0.08 0.02 0.07
0.03 0.36 -0.46
0.00 -0.40 0.55
-0.10 -0.13 -0.15
0.13 -0.03 0.01
-0.22 -0.13 0.02
-0.08 0.26 -0.07
-0.16 -0.12 0.04
-0.05 0.12 -0.01
0.05 0.00 -0.12
0.11 0.01 0.13
-0.02 0.11 -0.04
0.10 0.04 -0.14
0.08 0.11 0.11
0.01 -0.09 0.15
0.03 -0.15 -0.07

Record 5
This record from OMol25 describes C6H9N in the gas phase. The level of theory is the ωB97M-V functional and the def2-TZVPD basis.

Results
- LUMO energy (spin up / spin down): 0.615 / 0.616 eV
- Energy: -288.6346 hartree
- Kohn-Sham gap (spin up / spin down): 9.1 / 9.1 eV
- SMILES: CC(C)[C@]12CC1=N2
- Multiplicity: 1

Cartesian coordinates (Å):
C 1.0491 0.8804 1.7647
C 1.9556 -0.0121 0.9114
C 0.9075 0.5332 0.0518
C -0.9237 -1.1398 0.3480
C -1.1545 0.7629 -1.2908
C -0.1859 -0.2182 -0.6310
N 0.6065 1.7228 0.9032
H 2.9278 0.4660 0.8743
H 2.0383 -1.0898 1.0567
H -1.2755 -0.5633 1.2025
H -0.2722 -1.9323 0.7085
H -1.7820 -1.5944 -0.1407
H -1.8996 0.2236 -1.8665
H -0.6195 1.4365 -1.9513
H -1.6610 1.3560 -0.5329
H 0.2892 -0.8316 -1.4080

Atomic forces in eV per Å
-0.61 0.24 0.94
0.44 -0.69 -1.18
0.34 1.55 1.45
0.18 0.10 -0.05
0.19 -0.13 0.13
-0.31 -0.08 -0.04
0.24 -1.26 -1.45
-0.11 0.10 0.02
-0.13 0.11 0.10
-0.06 -0.01 0.07
0.00 -0.11 0.09
-0.05 -0.05 -0.04
-0.12 -0.08 -0.09
0.02 0.16 -0.13
-0.04 0.07 0.05
0.00 0.08 0.11

Record 6
This record from OMol25 describes C6H9N as an isolated structure. The level of theory is the ωB97M-V functional and the def2-TZVPD basis.

Results
- LUMO energy (spin up / spin down): -0.029 / -0.030 eV
- Energy: -288.5530 hartree
- Kohn-Sham gap (spin up / spin down): 7.0 / 7.0 eV
- Multiplicity: 1

Cartesian coordinates (Å):
C 0.4141 1.6644 0.7062
C -0.1329 0.3872 0.0895
C -1.3365 0.3540 -0.7901
C -0.2937 -0.8691 0.9095
C 0.3499 -1.8363 0.0960
N 0.3273 -1.5213 -1.3116
C 0.9565 -0.5144 -0.5954
H 1.3320 1.4897 1.2885
H -0.3256 2.1367 1.3631
H 0.6468 2.3782 -0.0956
H -2.2922 0.4949 -0.2855
H -1.2612 0.8945 -1.7412
H -0.4575 -0.9696 1.9926
H 0.7823 -2.7809 0.4129
H -0.7371 -1.0054 -1.4143
H 2.0279 -0.3027 -0.6248

Atomic forces in eV per Å
-0.05 -0.03 0.00
-0.05 -0.01 -0.15
-0.18 -0.05 -0.12
0.43 0.03 -0.01
-0.26 -0.45 0.32
0.18 0.15 0.13
0.22 0.43 -0.18
-0.16 -0.02 -0.09
0.13 -0.12 -0.12
-0.06 -0.14 0.14
0.23 -0.02 -0.05
0.00 -0.02 0.20
0.12 0.04 -0.47
-0.23 0.19 0.01
-0.03 0.10 0.23
-0.28 -0.09 0.15

Record 7
This record from OMol25 describes C6H9N in the gas phase. The level of theory is the ωB97M-V functional and the def2-TZVPD basis.

Results
- LUMO energy: 1.051 eV
- Energy: -288.7586 hartree
- Kohn-Sham gap: 9.0 eV
- SMILES: Cc1c[nH]cc1C
- Multiplicity: 1

Cartesian coordinates (Å):
C -0.1761 0.0061 1.9754
C -0.2360 -0.4526 0.5447
C -0.9472 -1.5118 0.0118
N -0.7909 -1.4357 -1.3457
C 0.0075 -0.3947 -1.7316
C 0.2731 0.3041 -0.5433
C 1.0082 1.6213 -0.3857
H -0.6441 0.9939 1.9674
H -0.6574 -0.7716 2.5738
H 0.8629 0.1553 2.3167
H -1.4660 -2.3646 0.4184
H -1.2009 -2.0104 -2.0521
H 0.4643 -0.0194 -2.6374
H 0.2874 2.4191 -0.6284
H 1.8247 1.7142 -1.1023
H 1.3906 1.7468 0.6182

Atomic forces in eV per Å
0.44 -0.35 -0.77
-0.58 0.21 -0.08
0.62 0.36 -0.45
0.48 -0.32 -1.79
0.39 2.10 2.96
0.81 -0.58 -0.45
-0.81 -0.40 -0.87
-0.29 -0.23 0.72
-0.10 0.61 0.36
-0.36 -0.21 -0.07
-0.08 0.22 0.24
-0.24 -0.59 0.23
-0.82 -0.94 -0.60
0.37 0.02 0.34
0.09 -0.02 0.07
0.08 0.12 0.16

Record 8
This record from OMol25 describes C6H9N as an isolated structure. The level of theory is the ωB97M-V functional and the def2-TZVPD basis.

Results
- LUMO energy (spin up / spin down): -0.247 / -0.247 eV
- Energy: -288.6063 hartree
- Kohn-Sham gap (spin up / spin down): 8.3 / 8.3 eV
- Multiplicity: 1

Cartesian coordinates (Å):
C 1.2076 1.2991 0.2287
C 0.6386 -0.0655 -0.1599
C -0.4808 -0.5554 0.7966
C -1.7376 -0.0769 0.0746
C -1.2197 -0.1100 -1.3623
C 1.6999 -1.0447 -0.3396
N 2.5516 -1.8267 -0.4135
H 1.9402 1.6628 -0.4972
H 1.7038 1.2060 1.2017
H 0.4039 2.0361 0.3188
H -0.3369 -0.1741 1.8157
H -0.4660 -1.6484 0.8350
H -2.5852 -0.7506 0.2382
H -2.0405 0.9331 0.3728
H -1.1420 -1.1775 -1.6512
H 0.1038 0.2146 -1.2313

Atomic forces in eV per Å
-0.01 0.09 -0.02
0.01 -0.01 0.20
-0.04 -0.10 0.07
-0.02 0.08 0.03
-0.07 -0.14 0.14
0.71 -0.70 -0.14
-0.86 0.77 0.00
-0.14 -0.08 0.08
-0.08 0.01 -0.13
0.07 -0.14 -0.04
-0.01 -0.04 -0.15
-0.01 0.16 0.00
0.11 0.11 -0.09
0.06 -0.14 -0.03
0.15 0.16 0.08
0.12 -0.04 0.00

Max |F| readings, ordered: 0.00729 0.00985 0.07375 0.01323 0.04185 0.01184 0.07098 0.02239 Eh/bohr
Relative energy (zero: lowest compared OMol25 entry of this formula, charge and spin) readings, ordered: 2.323 4.127 4.688 5.110 4.011 6.233 0.638 4.783 eV